1.
20
Properties=species:S:1:pos:R:3 method="wB97M-V/def2-TZVPD" de_lowest_kcal_mol=68.81 smiles="CN=C(N)N.CC(=O)O" lumo_ev=0.63
C -0.485 1.543 -0.705
N 0.374 0.449 -0.711
C 0.642 -0.409 -1.685
N 1.412 -1.620 -1.294
N 0.132 -0.343 -2.885
H -0.135 2.532 -0.847
H -1.181 1.577 0.101
H -1.159 1.516 -1.637
H 0.952 -2.374 -0.855
H 2.264 -1.417 -0.662
H 0.024 0.506 -3.327
H 0.273 -1.109 -3.603
C -0.352 0.634 2.940
C -0.200 -0.590 2.045
O 0.845 -1.265 1.929
O -1.194 -0.840 1.246
H -1.250 0.540 3.693
H -0.507 1.551 2.507
H 0.717 0.681 3.262
H -1.172 -1.562 0.487

---

2.
69
Properties=species:S:1:pos:R:3 method="wB97M-V/def2-TZVPD" total_charge=-1 de_lowest_kcal_mol=3.75 lumo_ev=2.43
N -0.481 -0.738 -0.589
S 0.599 -0.095 0.303
O 0.548 -0.316 1.718
O 1.148 1.147 -0.176
F 1.747 -1.121 -0.091
S -1.629 0.541 -0.438
O -1.764 1.381 -1.588
O -1.851 1.136 0.852
F -2.888 -0.441 -0.535
C -4.212 1.574 -4.425
O -4.096 2.973 -4.182
H -3.415 1.059 -3.883
H -5.186 1.188 -4.116
H -4.067 1.412 -5.491
H -4.215 3.109 -3.238
C -1.712 -0.041 3.988
O -0.510 -0.745 4.227
H -2.337 -0.017 4.885
H -1.573 1.038 3.845
H -2.277 -0.428 3.141
H 0.007 -0.581 3.419
C 3.021 1.713 2.964
O 3.097 3.087 3.354
H 2.092 1.262 3.321
H 3.193 1.556 1.900
H 3.779 1.175 3.534
H 2.296 3.547 3.057
C -3.659 -2.548 1.238
O -2.294 -2.859 1.048
H -3.774 -1.488 1.465
H -4.238 -2.904 0.381
H -4.083 -3.087 2.087
H -2.022 -2.396 0.251
C 4.798 0.000 -0.226
O 5.498 0.414 0.964
H 3.785 0.391 -0.280
H 5.367 0.274 -1.117
H 4.797 -1.091 -0.267
H 6.123 1.069 0.646
C 0.580 -4.192 -0.360
O -0.008 -3.372 -1.362
H -0.212 -4.732 0.163
H 1.215 -4.926 -0.860
H 1.179 -3.563 0.297
H -0.081 -2.463 -1.029
C -0.197 3.544 1.849
O 0.751 4.369 2.536
H 0.069 2.518 2.107
H -1.196 3.730 2.241
H -0.021 3.607 0.775
H 0.385 5.252 2.616
C -0.198 2.620 -4.384
O -0.221 1.465 -5.188
H 0.165 3.486 -4.942
H -1.212 2.933 -4.110
H 0.365 2.557 -3.450
H -0.529 0.739 -4.623
C -1.717 -1.733 -3.714
O -0.816 -0.689 -3.391
H -1.271 -2.724 -3.787
H -2.524 -1.756 -2.974
H -2.250 -1.480 -4.632
H -0.598 -0.740 -2.442
C 3.104 -2.215 2.513
O 3.562 -3.410 3.143
H 3.474 -1.289 2.965
H 3.393 -2.142 1.468
H 2.018 -2.164 2.607
H 3.177 -3.381 4.023

---

3.
171
Properties=species:S:1:pos:R:3 method="wB97M-V/def2-TZVPD" smiles="COCCC[C@]1(CCF)OS(=O)(=O)[C@@H](B(C)O)[C@](Cl)(COC)[C@]1(c1ccncc1)[C@H](C)F.FC(F)C(F)(F)COC(F)(F)C(F)F.FC(F)C(F)(F)COC(F)(F)C(F)F.FC(F)C(F)(F)COC(F)(F)C(F)F.FC(F)C(F)(F)COC(F)(F)C(F)F.FC(F)C(F)(F)COC(F)(F)C(F)F.FC(F)C(F)(F)COC(F)(F)C(F)F" lumo_ev=-0.71
C 5.640 -5.648 -0.294
O 4.340 -6.351 -0.553
C 3.760 -5.840 -1.839
C 2.198 -5.375 -1.460
C 2.326 -4.239 -0.311
C 1.184 -3.016 -0.351
C 1.188 -2.550 1.264
C -0.100 -3.104 2.113
F -0.041 -4.585 2.406
O -0.059 -3.709 -0.435
S -0.931 -3.870 -1.797
O -0.988 -5.411 -2.161
O -2.452 -3.567 -1.483
C -0.240 -2.925 -3.235
B -1.363 -1.988 -4.063
C -2.396 -0.906 -3.411
O -1.504 -2.161 -5.556
C 1.195 -2.161 -2.992
Cl 0.949 -0.615 -4.070
C 2.435 -2.907 -3.781
O 3.100 -1.995 -4.775
C 4.400 -2.549 -5.183
C 1.512 -1.782 -1.393
C 0.539 -0.460 -1.034
C 0.947 1.109 -1.191
C -0.086 2.271 -0.792
N -1.453 2.213 -0.221
C -1.786 0.779 -0.035
C -0.960 -0.556 -0.385
C 3.088 -1.319 -1.263
C 3.534 -0.569 0.113
F 3.565 -0.378 -2.345
H 6.360 -5.687 -1.244
H 6.193 -6.084 0.670
H 5.493 -4.497 -0.067
H 3.797 -6.713 -2.620
H 4.442 -4.943 -2.151
H 1.711 -6.370 -1.012
H 1.579 -5.124 -2.408
H 2.038 -4.825 0.696
H 3.411 -3.850 -0.080
H 2.149 -2.975 1.835
H 1.229 -1.400 1.425
H -0.002 -2.603 3.194
H -1.149 -2.756 1.717
H -0.011 -3.773 -4.049
H -1.857 0.154 -3.366
H -3.325 -0.756 -4.142
H -2.831 -1.158 -2.361
H -2.256 -1.552 -5.885
H 2.086 -3.814 -4.477
H 3.250 -3.385 -3.094
H 4.270 -3.271 -6.115
H 5.027 -3.027 -4.309
H 5.045 -1.634 -5.583
H 2.005 1.421 -1.600
H 0.293 3.390 -0.979
H -2.862 0.615 0.462
H -1.463 -1.589 -0.126
H 3.868 -2.215 -1.391
H 4.510 0.081 -0.110
H 2.699 0.021 0.676
H 3.912 -1.421 0.859
F 1.262 -2.390 5.699
C 0.611 -3.181 6.579
F -0.636 -2.655 6.714
C 1.310 -3.261 7.932
F 1.300 -2.061 8.572
F 0.586 -4.109 8.732
C 2.749 -3.797 7.894
O 3.795 -2.819 7.850
C 4.078 -2.285 6.558
F 3.492 -3.069 5.621
F 5.419 -2.434 6.378
C 3.702 -0.803 6.424
F 2.404 -0.577 6.750
F 3.861 -0.371 5.146
H 0.502 -4.174 6.134
H 2.910 -4.318 8.846
H 2.887 -4.574 7.132
H 4.322 -0.182 7.077
F -4.747 7.839 -1.388
C -5.151 6.624 -1.818
F -6.504 6.694 -1.940
C -4.754 5.498 -0.867
F -5.398 5.603 0.327
F -5.184 4.315 -1.412
C -3.246 5.357 -0.613
O -2.731 6.000 0.558
C -2.465 7.395 0.422
F -2.470 7.716 -0.895
F -1.182 7.572 0.840
C -3.405 8.272 1.260
F -4.710 8.017 0.992
F -3.206 9.591 0.999
H -4.739 6.457 -2.817
H -3.061 4.291 -0.436
H -2.648 5.592 -1.503
H -3.245 8.105 2.328
F 9.080 -3.318 2.156
C 8.036 -3.739 2.902
F 7.729 -4.987 2.456
C 6.824 -2.817 2.797
F 6.297 -2.826 1.544
F 5.841 -3.318 3.612
C 7.070 -1.364 3.228
O 7.379 -0.431 2.186
C 8.741 -0.418 1.764
F 9.491 -1.082 2.677
F 9.141 0.881 1.832
C 8.933 -0.940 0.333
F 8.404 -2.180 0.171
F 10.251 -1.037 0.019
H 8.369 -3.833 3.940
H 6.121 -0.999 3.640
H 7.775 -1.288 4.065
H 8.454 -0.276 -0.392
F -1.690 -0.632 -8.171
C -0.603 -0.194 -7.501
F -1.069 0.417 -6.379
C 0.250 0.769 -8.323
F -0.412 1.929 -8.577
F 1.335 1.124 -7.563
C 0.790 0.200 -9.643
O 0.029 0.485 -10.822
C -1.094 -0.366 -11.044
F -0.988 -1.451 -10.239
F -0.962 -0.834 -12.315
C -2.438 0.362 -10.902
F -2.553 0.984 -9.701
F -3.478 -0.509 -10.987
H -0.019 -1.062 -7.185
H 1.753 0.694 -9.821
H 1.041 -0.865 -9.568
H -2.558 1.118 -11.681
F -4.712 -3.172 11.811
C -5.496 -4.226 12.126
F -5.638 -4.203 13.479
C -4.908 -5.558 11.670
F -3.759 -5.852 12.336
F -5.793 -6.549 12.011
C -4.656 -5.679 10.160
O -3.330 -5.384 9.707
C -3.038 -3.999 9.531
F -4.200 -3.301 9.539
F -2.543 -3.878 8.270
C -2.010 -3.468 10.541
F -2.387 -3.709 11.822
F -1.863 -2.122 10.427
H -6.485 -4.064 11.689
H -4.796 -6.737 9.906
H -5.415 -5.155 9.566
H -1.035 -3.935 10.387
F -8.097 11.035 -6.242
C -8.905 11.219 -5.176
F -9.595 12.367 -5.415
C -8.137 11.316 -3.861
F -7.358 12.430 -3.819
F -9.051 11.470 -2.849
C -7.280 10.091 -3.513
O -5.896 10.154 -3.874
C -5.604 9.832 -5.233
F -6.688 9.234 -5.784
F -4.636 8.877 -5.191
C -5.104 11.037 -6.043
F -5.968 12.082 -5.984
F -4.967 10.720 -7.357
H -9.630 10.400 -5.148
H -7.268 10.024 -2.418
H -7.743 9.150 -3.836
H -4.136 11.383 -5.669

---

4.
104
Properties=species:S:1:pos:R:3 method="wB97M-V/def2-TZVPD" total_charge=-2 spin_multiplicity=3 de_lowest_kcal_mol=26.31 lumo_ev="3.48 / 3.48"
Ti -0.490 -0.447 1.157
C -2.785 -4.143 1.788
C -1.786 -3.297 1.373
N -1.738 -1.985 1.740
C -2.661 -1.541 2.675
C -3.742 -2.344 3.109
C -3.817 -3.679 2.614
C -4.635 -1.789 4.042
C -4.439 -0.510 4.535
C -3.353 0.261 4.130
C -2.448 -0.252 3.203
N -1.294 0.402 2.716
C -0.337 0.890 3.643
C -0.523 1.971 4.501
C 0.494 2.338 5.378
C 1.691 1.642 5.411
C 1.924 0.561 4.542
C 3.108 -0.230 4.538
C 3.165 -1.335 3.681
C 2.150 -1.577 2.788
N 1.049 -0.782 2.670
C 0.900 0.213 3.625
H -2.768 -5.175 1.455
H -1.009 -3.632 0.694
H -4.616 -4.332 2.940
H -5.473 -2.387 4.383
H -5.138 -0.100 5.256
H -3.209 1.253 4.534
H -1.447 2.531 4.468
H 0.347 3.184 6.040
H 2.472 1.929 6.107
H 3.913 -0.007 5.227
H 4.015 -2.008 3.708
H 2.187 -2.434 2.123
C -3.458 -2.633 -1.327
S -1.908 -2.693 -2.235
C -2.146 -4.245 -3.131
H -4.294 -2.416 -1.992
H -3.333 -1.838 -0.592
H -3.621 -3.568 -0.791
H -2.298 -5.070 -2.433
H -1.243 -4.434 -3.710
H -2.994 -4.183 -3.813
C -1.976 2.817 0.250
C -2.405 1.546 -0.506
C -3.747 1.118 0.108
C -1.329 0.458 -0.326
C -2.577 1.823 -1.999
C -3.160 0.858 -2.823
C -3.262 1.036 -4.192
C -2.779 2.194 -4.787
C -2.198 3.165 -3.988
C -2.102 2.981 -2.613
H -1.892 2.575 1.310
H -2.709 3.621 0.125
H -1.006 3.191 -0.083
H -3.612 0.919 1.171
H -4.146 0.214 -0.349
H -4.493 1.912 -0.007
H -0.707 0.414 -1.233
H -3.518 -0.064 -2.387
H -3.708 0.257 -4.800
H -2.845 2.332 -5.859
H -1.804 4.071 -4.432
H -1.638 3.759 -2.023
C 2.322 -2.659 -3.297
N 2.372 -1.211 -3.163
C 3.691 -0.824 -2.668
N 4.059 -1.490 -1.420
C 3.968 -2.929 -1.612
N 2.660 -3.395 -2.076
C 1.637 -3.199 -1.046
P 1.416 -1.417 -0.567
C 1.312 -0.716 -2.286
C 3.222 -1.037 -0.307
H 3.038 -2.952 -4.070
H 1.318 -2.952 -3.618
H 3.717 0.257 -2.521
H 4.431 -1.092 -3.427
H 4.207 -3.431 -0.671
H 4.710 -3.219 -2.362
H 1.910 -3.772 -0.154
H 0.679 -3.582 -1.403
H 1.389 0.370 -2.207
H 0.335 -0.950 -2.712
H 3.563 -1.499 0.621
H 3.324 0.041 -0.190
N 1.451 1.588 0.589
C 2.229 2.479 -0.188
C 3.497 2.870 0.226
C 4.296 3.649 -0.604
C 3.848 4.041 -1.853
C 2.578 3.653 -2.267
C 1.772 2.882 -1.447
S 4.863 5.046 -2.942
O 4.188 6.339 -2.970
O 6.174 5.071 -2.304
O 4.827 4.341 -4.218
H 0.462 1.664 0.344
H 1.566 1.701 1.591
H 3.860 2.545 1.196
H 5.289 3.949 -0.297
H 2.236 3.956 -3.249
H 0.784 2.576 -1.777

---

5.
11
Properties=species:S:1:pos:R:3 method="wB97M-V/def2-TZVPD" total_charge=+1 de_lowest_kcal_mol=23.28 lumo_ev=-4.08
Cs 1.491 -3.215 3.797
C -0.931 0.773 -0.680
C -0.108 -0.459 -0.155
O 1.262 -0.131 0.134
O -0.716 1.890 0.189
H -1.926 0.513 -1.039
H -0.448 1.075 -1.609
H -0.059 -1.224 -0.931
H -0.580 -0.945 0.698
H 1.775 -0.129 -0.677
H 0.240 1.852 0.273

---

6.
84
Properties=species:S:1:pos:R:3 method="wB97M-V/def2-TZVPD" total_charge=-1 spin_multiplicity=3 lumo_ev="2.36 / 1.49"
Cl -0.843 1.204 -2.643
O 0.094 2.269 -2.310
O -1.934 1.162 -1.689
O -1.286 1.416 -4.034
O -0.099 -0.034 -2.463
C 0.173 3.029 4.200
C 0.801 2.726 2.796
C 0.400 4.049 2.064
C 1.090 4.232 0.720
C 2.616 4.108 0.926
C 3.052 2.783 1.692
N 2.275 2.511 2.917
O 2.715 1.504 3.819
C 3.037 1.635 0.705
C 4.490 3.151 2.057
C 0.004 1.581 2.206
H -0.890 3.225 4.064
H 0.696 3.862 4.670
H 0.200 2.130 4.816
H -0.634 3.841 1.790
H 0.435 4.926 2.711
H 0.839 5.209 0.306
H 0.630 3.561 -0.006
H 2.921 5.054 1.371
H 2.920 4.089 -0.121
H 2.091 1.460 0.192
H 3.871 1.655 0.004
H 3.243 0.754 1.313
H 4.718 4.039 2.646
H 4.985 2.322 2.564
H 5.118 3.401 1.203
H 0.157 1.394 1.144
H -1.079 1.579 2.333
H 0.401 0.647 2.605
C -0.796 -1.681 1.047
C -2.096 -2.464 0.766
C -2.350 -2.669 -0.746
C -1.324 -3.632 -1.364
C -1.527 -5.009 -0.698
C -1.464 -4.928 0.814
N -2.194 -3.820 1.410
O -2.194 -3.906 2.901
C -2.094 -6.294 1.278
C 0.074 -4.948 1.124
C -3.297 -1.667 1.306
H 0.176 -1.996 0.668
H -0.649 -1.661 2.127
H -0.811 -0.624 0.783
H -3.293 -3.154 -1.000
H -2.275 -1.738 -1.308
H -0.353 -3.161 -1.212
H -1.482 -3.807 -2.428
H -0.845 -5.757 -1.103
H -2.516 -5.357 -0.995
H -1.553 -7.154 0.884
H -2.157 -6.422 2.359
H -3.076 -6.454 0.833
H 0.547 -3.997 0.877
H 0.197 -5.156 2.187
H 0.541 -5.670 0.454
H -3.609 -0.854 0.651
H -2.985 -1.083 2.172
H -4.207 -2.258 1.418
Cl 4.316 -1.502 -3.834
C 3.025 -1.411 -2.635
C 3.259 -2.498 -1.541
Cl 2.801 -4.166 -2.178
H 2.092 -1.557 -3.178
H 3.049 -0.400 -2.227
H 2.591 -2.408 -0.684
H 4.319 -2.484 -1.286
Cl -1.664 6.087 -1.137
C -2.475 4.527 -0.671
C -3.423 4.094 -1.733
Cl -4.913 5.089 -1.832
H -2.867 4.680 0.335
H -1.671 3.834 -0.422
H -3.795 3.075 -1.632
H -3.053 3.953 -2.748
C -0.198 -0.319 -6.361
Cl -0.917 0.823 -7.453
Cl 1.041 -1.352 -7.289
Cl -1.452 -1.409 -5.711
H 0.341 0.189 -5.561